1.
C31H42F6N7NiO | ωB97M-V/def2-TZVPD

Structure (ORCA input):
```
! RIJCOSX wB97M-V def2-TZVPD def2/J DEFGRID3
* xyz -1 3
Ni 0.1646 0.2583 -0.2516
F 3.1801 0.3241 -4.8174
F 1.2978 1.0435 -4.0546
F 2.9324 -2.1983 -4.5851
F 3.1432 1.5890 -3.0873
F 1.7789 -2.9870 -2.9665
F 0.8604 -1.6292 -4.3670
O 1.4553 -0.5431 -1.7759
N -0.4682 -3.2242 2.9015
N 1.2756 1.0546 1.3736
N 0.4394 -1.7052 1.3049
N 0.0087 -3.8949 0.7190
N -1.2551 0.8251 1.2239
N -0.2528 1.9252 -1.4997
N -1.4599 -0.3663 -1.2892
C 3.7925 -0.9614 -2.1968
C 0.6448 -3.5717 -0.5505
C 2.4758 3.4684 0.0288
C 2.4870 0.5701 -3.6818
C -0.7553 -2.1652 3.8427
C 0.4569 3.1961 -1.5746
C 2.3784 -0.6753 -2.7384
C -3.4533 1.8401 -4.6811
C 0.0235 -4.4401 3.5253
C 2.9689 2.0235 -0.0522
C 0.9769 3.6851 -0.2148
C 0.8206 2.6094 4.7396
C -1.5225 1.8721 4.7910
C -0.8476 1.2218 2.3890
C 2.7041 1.1839 1.1846
C 0.0077 -2.8703 1.6378
C -3.2885 0.3140 -2.6867
C -3.1070 -0.7078 0.5164
C -1.9604 0.4413 -2.1759
C 1.2792 2.1632 3.5172
C -2.2174 2.4774 -4.6058
C -1.1092 1.6502 -2.4466
C -1.2324 2.4262 -3.6449
C -0.4151 2.4822 5.3630
C -2.6589 0.7119 0.8775
C 0.6489 1.4624 2.4370
C 1.9844 -1.8663 -3.6779
C -1.1588 -4.7557 0.5964
C -2.2677 -1.3577 -0.6187
C -1.7048 1.3335 3.5342
C -3.9161 0.9072 -3.7662
H -2.8069 1.3429 -0.0037
H -4.1566 -0.6370 0.2168
H 2.3096 2.4223 3.3296
H 4.0296 -0.1816 -1.4747
H -1.8608 -4.3671 -0.1504
H -1.2765 -1.3503 3.3503
H 0.1498 -1.7595 4.3163
H 0.1671 -2.7340 -1.0562
H -0.5183 2.8833 6.3635
H -1.5812 -2.0763 -0.1793
H -1.4025 -2.5557 4.6299
H -3.0739 -1.3524 1.4017
H -2.9176 -1.9217 -1.2960
H 1.2883 3.1321 -2.2900
H -0.2250 3.9559 -1.9714
H 3.0173 4.0515 -0.7243
H 3.1043 0.1774 1.0154
H -3.3222 1.1100 1.6470
H -2.3997 1.8079 5.4307
H -0.3868 3.0691 -3.8433
H 1.5723 3.1388 5.3200
H -2.6914 0.9174 3.3783
H -1.6810 -4.8332 1.5455
H -4.1049 2.1029 -5.5051
H 0.4284 -5.1111 2.7743
H 0.5427 -1.1105 2.1172
H 2.7483 3.8993 1.0001
H -0.7806 -4.9517 4.0611
H 0.6040 -4.4578 -1.1840
H 4.5595 -0.9883 -2.9730
H 0.3768 3.2198 0.5665
H -4.9321 0.5589 -3.9344
H 3.2382 1.5974 2.0417
H -0.8485 -5.7546 0.2826
H 4.0441 2.0076 -0.2572
H -2.0017 3.1606 -5.4236
H -3.8969 -0.4115 -2.1644
H 0.8180 -4.2112 4.2468
H 3.7711 -1.9189 -1.6764
H 0.7880 4.7603 -0.1467
H 1.6850 -3.2953 -0.3867
H 2.4880 1.5243 -0.8908
*
```

Output
HOMO-LUMO gap (spin up / spin down) (eV): 6.32 / 6.31
Calculated total energy (eV): -102656.8327
<S²>: 2.005
E_LUMO (spin up / spin down) (eV): 2.517 / 2.516


2.
C31H42F9N5O7PS | ωB97M-V/def2-TZVPD

Structure (ORCA input):
```
! RIJCOSX wB97M-V def2-TZVPD def2/J DEFGRID3
* xyz 1 1
S 0.7008 0.6386 -4.1023
P 5.0092 1.1135 1.3453
F 4.4872 5.3045 1.4407
F 1.0163 3.1750 2.3817
F 3.1874 3.0651 2.5764
F 2.9698 3.9632 -0.4634
F 1.0904 4.8382 0.3267
F 1.2361 5.9885 2.9104
F 3.2855 5.6282 3.8336
F 2.8544 7.4615 2.7148
F 2.9928 6.5739 0.4393
O 5.4780 2.7166 1.0480
O 0.6340 3.4590 -4.3716
O -0.8969 -4.7754 0.6976
O -1.2575 2.3458 1.1546
O -3.1355 -4.6734 3.3668
O -0.6650 3.0113 -0.8785
O -3.0280 -2.5555 1.1115
N 3.3150 -1.0545 -3.8051
N 2.7972 3.7966 -4.8793
N 4.8426 0.8717 3.0711
N 3.1799 -0.3543 -0.2931
N 2.6839 2.4444 -4.7237
C 3.1254 5.5218 1.3560
C -3.3424 -4.6587 4.7664
C 4.5620 -2.1003 0.9050
C 4.3850 -1.2306 -0.3802
C -4.2043 -4.0523 2.6645
C -2.3834 1.4343 1.0648
C -0.3616 -5.4831 -0.4022
C 2.1562 1.7247 0.7385
C 2.3083 4.3189 0.7304
C -0.7617 0.7083 -3.0005
C 2.5844 6.0950 2.7364
C -0.7859 -3.3721 0.5319
C 0.8898 1.3927 -0.0036
C 3.2918 0.7951 0.5207
C 2.1848 3.0061 1.6203
C -0.5776 -0.0788 -1.6134
C -0.4123 2.2893 0.0554
C 1.3530 2.2983 -4.3999
C -4.7342 0.8573 0.0333
C -1.6698 -2.6445 1.5311
C 0.7729 0.1931 -0.8963
C 4.4856 -2.7077 1.9451
C 1.6220 4.4073 -4.6746
C 1.8944 -1.9572 -1.8502
C 2.7297 -2.0057 -3.1785
C 1.9992 -0.6684 -0.9789
C -3.4455 1.7927 -0.0428
C -7.0248 1.3694 -1.1924
C -6.1070 1.6764 0.0822
C -3.7913 -3.7582 1.2323
C 2.8671 -3.4512 -3.8336
H -6.9934 0.2635 -1.3968
H 5.5148 0.1659 3.3770
H -3.2732 -4.6031 0.7762
H -5.8877 2.7872 0.1239
H -6.6710 1.3248 0.9966
H 4.2689 -3.4672 2.7344
H -4.7137 0.2145 -0.8925
H -5.0541 -4.7459 2.6640
H -2.9116 1.4079 2.0672
H -4.6988 -3.5825 0.6491
H -2.5081 -5.1749 5.2398
H 5.5988 2.8381 0.0844
H -4.4942 -3.1210 3.1647
H 2.8636 -4.1921 -2.9699
H -1.3230 -1.6080 1.5974
H -3.6838 2.8926 0.0848
H 1.3228 5.4773 -4.6891
H -0.7840 -1.1594 -1.8545
H 4.9816 1.7776 3.5303
H 3.8043 -3.5542 -4.4344
H 0.2648 -3.0971 0.7020
H -4.6759 0.1877 0.9469
H -1.4806 0.2345 -1.0014
H 2.3218 -2.7881 -1.1949
H -0.9250 -5.2548 -1.3137
H -0.4535 -6.5495 -0.1986
H -8.0953 1.6850 -1.0216
H -1.1334 1.7586 -2.8707
H -2.9760 1.6753 -1.0667
H 0.8514 -2.2936 -2.0836
H -3.3695 -3.6285 5.1375
H -1.5931 -3.0732 2.5325
H 1.9335 -3.7053 -4.4262
H 4.2987 -2.0011 -1.2062
H 0.6980 -5.2387 -0.5420
H 3.1074 -0.1901 -3.2835
H -1.9519 0.3866 0.9467
H -6.6264 1.8975 -2.1065
H 5.3199 -0.6662 -0.6504
H -1.5935 0.1551 -3.5399
H -4.2722 -5.1747 5.0252
H -1.0758 -3.0904 -0.4893
*
```

Output
HOMO-LUMO gap (eV): 6.60
Calculated total energy (eV): -99176.9581
E_LUMO (eV): -4.804


3.
C31H42N2NaO2P2S | ωB97M-V/def2-TZVPD

Structure (ORCA input):
```
! RIJCOSX wB97M-V def2-TZVPD def2/J DEFGRID3
* xyz 1 1
S 2.2572 2.0135 -0.7043
P 2.2148 -2.4598 -2.2147
P -0.7582 -1.1622 -2.8154
Na 0.8620 -0.4273 -0.5034
O -0.6001 -0.7224 1.1341
O -0.1146 3.7713 3.1803
N 1.1376 2.9779 1.4846
N 3.2676 2.0717 1.7340
C -5.4357 0.0284 -0.2167
C 3.0784 6.0609 4.7319
C -1.1708 -5.0935 -3.9678
C 2.9680 5.2099 2.0849
C 3.9378 6.1168 2.4817
C -4.0076 -2.8543 1.7849
C -5.2913 -1.1716 0.4674
C -2.5602 -0.9937 -3.0772
C 2.2405 2.3878 0.9406
C 2.6011 -0.7112 2.6191
C 2.2248 0.5447 3.3977
C -0.4149 -2.9316 -3.1683
C -1.9836 1.5480 0.1111
C -6.7448 0.4150 -0.8416
C 3.1872 1.7027 3.1544
C -1.4160 -3.7611 -3.6766
C 0.8624 -3.4754 -2.9365
C 3.1393 -3.6691 -1.1928
C -3.1056 0.5485 0.2309
C 0.9555 3.8037 2.6318
C -2.9761 -0.6823 0.9106
C -0.1092 -0.3551 -4.3321
C 2.0528 4.7274 3.0159
C 3.9999 6.5332 3.8042
C -1.7045 -1.1193 1.4758
C 3.3531 -2.2690 -3.6388
C -4.3358 0.8784 -0.3085
C 1.0957 -4.8134 -3.2551
C 2.0988 5.1684 4.3364
C -4.0884 -1.5370 1.0497
C 0.0942 -5.6212 -3.7659
H 4.2580 -1.7578 -3.3091
H -2.3834 2.5221 -0.1665
H 3.5857 -1.0784 2.9156
H -1.4489 1.6446 1.0564
H 2.0777 -5.2412 -3.1005
H 4.1989 1.4159 3.4422
H -1.7592 -1.8881 2.2594
H 3.9747 -3.1450 -0.7265
H 4.7618 7.2369 4.1114
H 3.5392 -4.5104 -1.7579
H 2.2222 0.3338 4.4688
H -2.8065 0.0602 -2.9369
H 3.6209 -3.2347 -4.0698
H 2.9253 2.5665 3.7610
H -0.4347 -0.8654 -5.2392
H -1.2646 1.2530 -0.6559
H -2.8906 -1.2957 -4.0715
H -3.1029 -1.5593 -2.3180
H -7.5419 -0.2676 -0.5545
H 1.8785 -1.5074 2.7938
H 1.3586 4.8030 5.0364
H -4.9733 -3.3543 1.7610
H 4.0463 1.6941 1.2166
H -1.9668 -5.7137 -4.3581
H 0.3011 -6.6566 -4.0009
H 2.4907 -4.0470 -0.4021
H 3.1209 6.3971 5.7587
H 0.9803 -0.3390 -4.3003
H 2.9125 4.9044 1.0479
H -4.4497 1.8335 -0.8095
H -7.0306 1.4249 -0.5469
H 2.8834 -1.6622 -4.4122
H -0.4529 0.6800 -4.3588
H 2.6381 -0.5143 1.5436
H -2.4080 -3.3702 -3.8525
H -3.7373 -2.7167 2.8327
H -3.2757 -3.5281 1.3382
H 4.6410 6.5040 1.7572
H -6.1433 -1.8347 0.5588
H 0.2995 2.8769 0.9300
H -6.6645 0.4050 -1.9302
H 1.2082 0.8545 3.1419
*
```

Output
HOMO-LUMO gap (eV): 8.29
Calculated total energy (eV): -73731.3474
ΔE to the lowest compared entry with this formula, charge and spin (kJ/mol): 0.0
E_LUMO (eV): -2.584


4.
C31H43AsFeN4P2 | ωB97M-V/def2-TZVPD

Structure (ORCA input):
```
! RIJCOSX wB97M-V def2-TZVPD def2/J DEFGRID3
* xyz 3 6
As -0.4497 -2.5130 -1.7611
Fe -0.1790 -0.2136 0.1495
P -0.7232 2.0085 -1.2187
P 1.7652 0.1268 -1.5216
N -2.3834 -0.6451 0.0453
N 1.7246 -0.5341 1.4562
N -0.3808 1.1327 1.9087
N -0.6466 -1.6656 1.8370
C 2.4022 4.6756 -1.3574
C -0.0802 2.4478 1.9680
C -3.2853 0.0445 -0.6752
C 0.5407 -2.5346 1.9888
C -4.6460 -0.1718 -0.6117
C -0.9473 -0.9397 3.0964
C -0.2641 3.2239 3.0875
C 1.7461 -1.6631 2.1759
C -5.1235 -1.1502 0.2470
C 1.0471 -3.5416 -2.4617
C -0.8114 0.5577 3.0388
C 2.0441 1.9129 -1.3585
C -1.6505 -4.0159 -1.4678
C -1.8155 -2.4849 1.4914
C -1.8944 3.0999 -0.3363
C -1.0619 1.2804 4.1980
C 3.3280 -0.7489 -1.2412
C -2.8575 -1.6282 0.8355
C 3.7421 0.1474 2.5446
C -1.3278 -1.8280 -3.3545
C 3.5036 3.8325 -1.4238
C -1.3273 2.2069 -2.9348
C -4.2087 -1.8939 0.9732
C 3.7858 -1.0490 3.2476
C -0.8015 2.6347 4.2252
C 3.3255 2.4567 -1.4373
C 1.5956 -0.0885 -3.3215
C 2.6984 0.3649 1.6694
C 0.9299 2.7646 -1.2734
C 1.1222 4.1448 -1.2876
C 2.7605 -1.9628 3.0701
H 2.5413 5.7485 -1.3628
H -2.8989 0.7929 -1.3438
H -1.4679 4.0884 -0.1696
H 3.9947 -0.5580 -2.0836
H -1.2485 -2.5781 -4.1411
H -4.5353 -2.6816 1.6403
H 3.1250 -1.8203 -1.2035
H 0.6521 -4.3079 -3.1279
H 0.3605 2.8830 1.0834
H -2.3823 -1.6662 -3.1326
H 0.0105 4.2695 3.0699
H -1.4157 3.2817 -3.1092
H -5.3165 0.4218 -1.2178
H 4.4982 0.9081 2.6823
H 2.3946 0.4898 -3.7893
H -1.7857 -4.5016 -2.4342
H -0.9797 3.2145 5.1213
H -1.9624 -1.1790 3.4175
H -0.8902 -0.9007 -3.7042
H -0.2926 -1.3117 3.8892
H 1.7488 -2.9303 -3.0210
H 0.2787 4.8230 -1.2413
H 2.6267 1.2977 1.1234
H 0.6478 0.2586 -3.7033
H -2.2207 -2.9981 2.3675
H -1.4980 -3.2565 0.7996
H -2.3094 1.7571 -3.0788
H -1.4291 0.7682 5.0785
H 4.1944 1.8139 -1.5110
H 4.5893 -1.2516 3.9435
H -2.1943 2.6829 0.6218
H 0.4227 -3.2287 2.8258
H 1.7210 -1.1320 -3.5991
H 1.5757 -4.0281 -1.6427
H 2.7281 -2.8834 3.6378
H -1.2080 -4.7373 -0.7822
H 3.8173 -0.4562 -0.3169
H -0.6416 1.8097 -3.6725
H -2.6225 -3.6904 -1.1034
H -6.1854 -1.3366 0.3399
H 0.6402 -3.1319 1.0784
H -2.7802 3.2191 -0.9598
H 4.5015 4.2470 -1.4778
*
```

Output
HOMO-LUMO gap (spin up / spin down) (eV): 8.87 / 7.44
Calculated total energy (eV): -152586.1828
<S²>: 8.764
ΔE to the lowest compared entry with this formula, charge and spin (kJ/mol): 0.0
E_LUMO (spin up / spin down) (eV): -7.620 / -9.900